No. 1
# C18H43F6MnNO6S2Si2

A structure of composition C18H43F6MnNO6S2Si2 (the ωB97M-V functional and the def2-TZVPD basis, the Open Molecules 2025 dataset).

Structure (XYZ):
```
79
Properties=species:S:1:pos:R:3
Mn 1.18 2.07 0.42
H 4.71 3.52 0.60
H -3.75 0.43 -3.67
C -2.51 1.88 3.14
H 0.49 -2.82 -2.03
F -1.04 -2.63 4.63
H -0.47 -4.57 -0.28
H -3.88 0.37 -0.59
H 0.96 -0.78 -3.12
C -0.06 1.16 -0.62
C 0.19 -2.61 -1.00
H 1.38 3.87 -2.17
S 0.54 -0.82 3.53
C -1.95 -2.05 0.14
H -3.80 -2.45 -0.97
H 4.09 -0.31 3.55
H 2.18 3.15 -0.75
O -1.17 -2.08 -1.09
O 1.74 -0.13 3.94
C 5.11 2.54 0.88
H 5.58 0.68 3.52
C 1.56 0.13 -3.04
H 2.45 3.51 2.69
H 0.87 -1.81 -0.65
C -1.98 -1.34 -3.85
O -0.13 1.79 2.01
F 1.11 -2.97 4.92
F -3.17 1.62 4.28
C -3.02 -2.40 -3.79
H 0.12 2.82 -4.30
H 2.73 2.77 -2.36
H -4.80 -0.72 -1.71
O 0.53 -1.54 2.28
S -0.69 1.61 3.35
N -0.79 0.07 3.72
H 1.28 -4.34 -0.43
F 0.07 -1.43 6.08
H 1.86 0.41 -4.05
H -2.93 -3.05 -4.65
H -1.11 1.48 -0.40
C 4.80 0.23 2.90
C -3.22 -2.82 -0.10
H -3.01 -3.89 -0.25
C -4.33 0.27 -1.59
H -1.16 3.06 -3.10
C 0.35 -3.85 -0.14
H -0.01 0.09 -0.26
H 2.47 -0.12 -2.48
H 3.14 0.47 -0.26
H -0.96 -1.71 -3.81
O -2.15 -0.52 -2.60
H -2.06 -0.64 -4.68
O -0.23 2.49 4.39
Si 0.68 1.58 -2.27
C -3.32 0.53 -2.67
H -1.13 1.57 -4.07
H -1.32 -2.46 0.93
F -3.00 1.06 2.17
H 3.84 3.20 3.75
F -2.76 3.16 2.77
Si 3.88 1.54 1.92
H -2.82 1.50 -2.58
H -2.15 -0.99 0.40
H 0.44 -3.55 0.92
H -2.90 -3.03 -2.92
H -5.13 1.02 -1.64
C 2.72 0.70 0.73
C 1.83 2.96 -1.78
H -4.03 -1.99 -3.78
C 0.14 -2.03 4.87
H 5.34 1.99 -0.04
H 2.40 2.14 3.84
H 5.26 -0.50 2.22
H 2.17 -0.20 1.08
H 6.04 2.70 1.43
H -3.84 -2.73 0.79
C 3.05 2.71 3.15
C -0.50 2.30 -3.54
H -2.04 -1.27 -1.90
```

As for the net charge: +1. Its multiplicity is 5. The value obtained for the gap between HOMO and LUMO (spin up / spin down) is 6.56 / 8.92 eV. The expectation value of S² is 6.264. The value obtained for the max |F| is 3.50 eV/A.



No. 2
# C18H43NNaO4

A structure of composition C18H43NNaO4 (the ωB97M-V functional and the def2-TZVPD basis, the Open Molecules 2025 dataset).

Structure (XYZ):
```
67
Properties=species:S:1:pos:R:3
H 3.07 -3.68 1.52
C 1.61 3.25 -2.17
H -2.12 -4.18 -1.78
C 2.24 -3.22 0.99
C -1.42 -2.16 -1.77
H 3.74 -1.75 0.83
C -0.91 -2.35 4.08
O -2.10 -1.75 -0.61
H 0.30 -0.01 -2.66
H -2.04 3.71 -0.89
C -1.37 -1.69 5.41
H 2.60 -0.09 0.81
H 2.67 2.99 -2.08
H 0.53 3.40 2.53
H -1.56 -2.10 -3.82
H -0.40 2.20 -4.07
H -1.78 4.59 0.61
C -0.60 2.34 -3.01
C 1.16 4.57 -1.40
H -2.47 -0.79 -2.88
H 1.75 4.06 0.57
C 0.08 2.77 1.76
C -0.14 3.16 0.26
C -2.20 -1.84 -2.98
C 3.05 -2.10 -1.14
H -2.34 2.94 0.55
H 0.16 -0.80 3.80
H 1.67 3.66 -3.18
H -3.03 -1.69 -0.82
C 2.78 -1.95 0.35
H 0.45 5.14 0.58
C 0.86 4.32 -0.01
O -0.88 1.01 -0.47
H -1.82 -2.41 6.10
Na -0.42 -1.00 0.93
H -3.11 -2.44 -3.00
H -0.47 -1.16 5.73
H 0.36 5.11 -1.90
H -0.69 -3.97 -0.67
H 3.81 -2.86 -1.32
H -2.59 -3.57 4.02
C -1.62 3.63 0.12
C 0.62 2.08 -2.09
N 0.16 1.99 -0.65
H 2.15 -2.41 -1.66
H 1.03 2.22 1.75
H -1.68 -3.60 2.54
H -2.78 -2.18 3.12
H 1.42 -3.02 1.69
H 1.83 0.32 -1.74
H -1.44 1.71 -2.72
H -0.42 -1.71 -1.77
C 1.13 0.68 -2.49
C -1.16 -3.69 -1.61
H -0.74 2.19 2.18
H 1.70 0.58 -3.42
H -1.62 1.43 -0.91
C -2.03 -2.94 3.33
H -2.19 -0.98 5.36
H -0.53 -4.08 -2.41
H -0.23 -3.10 4.48
H 2.03 -4.00 0.26
O 1.96 -0.78 0.64
H 2.00 5.26 -1.53
O -0.35 -1.41 3.25
H -1.05 3.33 -2.90
H 3.39 -1.18 -1.61
```

As for the net charge: +1. The energy above the lowest of the compared OMol25 structures with the same formula, charge and spin is 61.1 kcal per mole. The value obtained for the gap between HOMO and LUMO is 9.11 eV. The value obtained for the max |F| is 3.05 eV/A.



No. 3
# C18H43NO14S4

A cluster of 5 separate species, C18H43NO14S4 in total (the ωB97M-V functional and the def2-TZVPD basis, the Open Molecules 2025 dataset).

Structure (XYZ):
```
80
Properties=species:S:1:pos:R:3
O 6.40 -3.06 3.72
H 3.45 -4.90 2.03
S -8.41 0.42 -3.06
C 7.65 -3.42 1.45
H 0.23 -4.66 2.38
H 1.98 -2.96 2.36
C -0.75 -4.22 2.22
C -0.31 1.87 -1.42
H -10.54 0.69 -2.09
C -2.86 1.47 -3.07
C 7.23 2.10 0.99
O -7.99 -0.21 -1.65
O -2.54 -1.81 1.04
H -1.42 -5.89 1.04
N -0.71 2.16 -0.01
O -8.90 -0.63 -3.90
H -0.60 -0.25 -1.39
H -7.13 -1.77 -0.67
S -1.80 -1.83 2.28
H 2.84 5.13 -0.40
O 5.90 -1.52 1.82
H -0.32 -0.34 3.34
C -0.88 4.20 -1.17
C -0.90 0.59 -2.06
H -3.06 2.42 -2.52
O -2.45 -2.13 3.52
O 5.18 -3.87 1.72
C -0.91 -0.32 2.43
H -1.35 -4.43 3.11
H 7.38 2.50 -0.02
S 4.52 3.53 -0.18
H 7.53 2.88 1.69
O -7.39 1.32 -3.50
H 3.56 5.15 1.23
H 7.88 1.24 1.11
H -5.52 -0.46 -2.91
H 3.36 -1.86 2.37
H 7.87 -4.43 1.79
C -5.64 -0.85 -1.90
H 2.40 3.86 0.78
H 0.77 1.60 -1.29
C -1.38 -4.80 0.97
H -2.15 1.75 -3.88
C 2.99 -2.81 1.97
H -0.28 -0.19 1.56
H 4.01 -4.03 3.44
O 3.99 2.52 -1.05
C -0.32 3.58 0.12
H 5.45 0.98 0.46
O 4.91 2.85 1.22
H 0.86 3.52 -2.36
C 3.89 -3.96 2.36
H -10.16 1.95 -3.30
O 5.60 4.38 -0.59
C -0.20 3.24 -2.22
H -5.37 -0.05 -1.21
H -1.64 0.49 2.48
H -3.80 1.11 -3.53
H 7.44 -3.41 0.38
H -9.43 2.04 -1.68
H -2.40 -4.44 0.84
H -0.81 -4.52 0.09
H -4.94 -1.67 -1.77
H -1.99 4.10 -1.16
H 5.68 1.23 2.18
H -1.73 2.10 0.05
O 0.33 4.04 1.02
H 2.93 -2.71 0.89
C -7.06 -1.31 -1.65
C -9.78 1.37 -2.46
H -7.37 -2.06 -2.38
H -0.40 0.37 -3.03
O -0.54 -2.80 2.11
S 6.23 -2.82 2.31
C 5.78 1.71 1.21
H 8.48 -2.75 1.67
H -0.77 3.34 -3.17
C 3.19 4.52 0.42
O -2.31 0.54 -2.13
H -0.73 5.28 -1.38
```

Its SMILES is COC[C@H]1CCC(=O)N1.CCOS(C)(=O)=O.CCOS(C)(=O)=O.CCOS(C)(=O)=O.CCOS(C)(=O)=O. The energy above the lowest of the compared OMol25 structures with the same formula, charge and spin is 0.0 kcal per mole. The value obtained for the gap between HOMO and LUMO is 10.44 eV. The value obtained for the max |F| is 2.45 eV/A.